Record 1
{"formula": "C27H25Cl2IMnNOPS2Se2", "method": "ωB97M-V/def2-TZVPD", "energy_ev": -258063.5562, "multiplicity": 6, "lumo_energy_ev": [0.22, 0.21], "largest_force_ev_per_a": 1.03, "homo_ha": [-0.270, -0.274], "charge": 0, "species": ["I", "Se", "Se", "Mn", "Cl", "Cl", "S", "S", "P", "O", "N", "C", "C", "C", "C", "C", "C", "C", "C", "C", "C", "C", "C", "C", "C", "C", "C", "C", "C", "C", "C", "C", "C", "C", "C", "C", "C", "C", "H", "H", "H", "H", "H", "H", "H", "H", "H", "H", "H", "H", "H", "H", "H", "H", "H", "H", "H", "H", "H", "H", "H", "H", "H"], "positions_angstrom": [[3.240670, -1.258147, 1.592709], [-2.958774, -1.560540, 0.247860], [-0.595716, 0.366169, 2.352914], [0.548095, 0.107940, 0.124827], [-1.051587, 1.094401, -1.441009], [3.153666, 0.319943, -4.825911], [1.294369, -2.600748, -1.727770], [2.138498, 0.747462, -1.815360], [-2.046241, -1.285646, 2.138953], [0.515472, -1.818810, -0.686130], [2.218969, 1.445953, 1.191917], [4.271397, 2.860085, 2.382456], [-5.530856, -0.472341, 4.120566], [-0.465067, -4.024486, -3.238291], [1.038600, 0.719733, -3.160355], [-3.816218, -0.717021, 5.785163], [-0.826636, -5.177817, 2.474007], [-3.276574, -0.987116, 3.452553], [-5.141622, -0.466259, 5.450327], [-0.111119, -2.743128, 3.592516], [3.177742, 3.525172, 1.848040], [3.263093, 0.825028, 1.712249], [-0.769267, 0.662028, -5.374425], [-0.503436, -4.552662, -1.805536], [-1.249154, 0.851440, -4.089662], [-1.498957, -4.020615, 2.105522], [2.176449, 2.779423, 1.259456], [0.594476, 0.502863, -5.568262], [0.201497, -5.120798, 3.403901], [0.555696, -3.901435, 3.964721], [0.904176, -4.305760, -1.280960], [1.463223, 0.535622, -4.491397], [-4.601480, -0.735063, 3.121893], [0.159348, -2.630650, -3.154408], [4.325561, 1.478972, 2.318200], [-0.351045, 0.874325, -3.039494], [-1.149464, -2.794494, 2.664835], [-2.886916, -0.971128, 4.790901], [0.200491, -1.789527, 3.999334], [-4.896027, -0.751367, 2.080545], [0.729949, -6.022356, 3.686931], [1.361415, -3.847839, 4.685761], [-6.560792, -0.272114, 3.854947], [-2.296442, -4.056082, 1.373985], [-1.212673, -3.973302, -1.208089], [-3.506478, -0.709800, 6.822182], [1.306020, 3.247282, 0.816448], [1.017168, -4.372920, -0.199254], [0.695842, -2.308049, -4.045538], [5.158043, 0.921950, 2.720914], [1.646129, -4.941731, -1.770921], [3.102446, 4.602412, 1.880400], [5.079137, 3.411916, 2.845104], [0.996874, 0.349428, -6.560009], [-1.449040, 0.640588, -6.214683], [-0.782441, -5.604734, -1.749496], [-2.305259, 0.978819, -3.896801], [-5.867845, -0.267573, 6.228081], [-0.572858, -1.869019, -2.882013], [-1.454815, -3.976062, -3.691591], [-1.105564, -6.124913, 2.029341], [-1.853747, -1.151009, 5.060447], [0.154530, -4.676268, -3.858817]], "atomic_forces_ev_per_a": [[0.07, -0.09, 0.07], [-0.02, 0.03, -0.04], [-0.28, 0.02, 0.14], [0.95, -0.27, -0.30], [-0.53, 0.40, -0.48], [-0.01, -0.02, 0.03], [-0.01, 0.12, 0.07], [-0.20, 0.07, 0.09], [0.10, 0.00, 0.00], [-0.14, -0.01, 0.35], [0.02, -0.11, 0.15], [0.03, 0.01, 0.01], [0.02, 0.00, -0.01], [-0.01, 0.02, 0.07], [-0.04, -0.04, -0.06], [-0.02, 0.01, -0.01], [-0.01, 0.02, -0.03], [-0.01, 0.01, 0.04], [0.02, -0.01, 0.00], [0.02, 0.01, -0.03], [0.00, 0.01, 0.00], [0.02, 0.08, 0.03], [0.01, -0.01, 0.02], [0.02, 0.06, -0.01], [0.03, -0.01, -0.04], [-0.04, -0.02, 0.05], [-0.04, -0.02, -0.07], [-0.02, 0.00, -0.01], [0.02, 0.01, 0.00], [-0.01, -0.01, -0.02], [-0.03, -0.07, 0.00], [0.05, -0.02, -0.02], [-0.01, -0.02, 0.02], [0.03, -0.02, -0.09], [-0.03, 0.01, -0.03], [0.00, 0.01, 0.22], [0.04, -0.06, -0.05], [0.03, 0.00, -0.01], [-0.01, 0.00, -0.01], [0.00, 0.00, 0.00], [-0.01, -0.01, 0.01], [0.01, 0.00, 0.00], [0.00, -0.01, 0.00], [0.00, 0.00, -0.01], [-0.02, -0.01, 0.00], [0.00, 0.00, 0.00], [0.00, 0.00, -0.01], [0.01, 0.00, 0.01], [-0.02, -0.01, -0.01], [0.00, 0.00, 0.00], [-0.01, -0.02, 0.01], [0.00, 0.00, 0.00], [0.00, 0.00, 0.00], [0.01, 0.01, 0.00], [0.00, 0.00, 0.00], [0.03, -0.01, -0.01], [0.00, -0.01, 0.01], [0.00, 0.01, 0.00], [0.01, 0.00, -0.03], [0.00, 0.02, 0.00], [-0.01, -0.01, 0.01], [0.00, -0.01, -0.01], [-0.02, -0.01, -0.01]]}


Record 2
{"formula": "C27H25Cl5FMoN3", "method": "ωB97M-V/def2-TZVPD", "energy_ev": -100044.7054, "lumo_energy_ev": [-7.94, -7.93], "largest_force_ev_per_a": 0.52, "de_lowest_kcal_mol": 5.65, "homo_ha": [-0.525, -0.524], "charge": 2, "species": ["Mo", "Cl", "Cl", "Cl", "Cl", "Cl", "F", "N", "N", "N", "C", "C", "C", "C", "C", "C", "C", "C", "C", "C", "C", "C", "C", "C", "C", "C", "C", "C", "C", "C", "C", "C", "C", "C", "C", "C", "C", "H", "H", "H", "H", "H", "H", "H", "H", "H", "H", "H", "H", "H", "H", "H", "H", "H", "H", "H", "H", "H", "H", "H", "H", "H"], "positions_angstrom": [[-0.012160, -1.204895, 0.600328], [1.139646, -4.022979, 1.136645], [-5.072291, -3.927752, 1.242273], [-3.464458, -1.291404, 0.881679], [-3.570635, -6.639316, 1.470073], [-0.445739, -6.711539, 1.425702], [-0.818599, -1.424709, -1.504806], [1.947891, -1.288503, -0.171341], [-0.552361, 0.504224, 0.117565], [4.116213, -1.356245, -0.327091], [1.985173, 2.005382, -2.967704], [-2.653613, -0.437576, -2.724299], [3.635620, -1.513003, -1.611283], [0.509363, -0.542546, 3.298228], [-2.639412, -2.803154, 0.998583], [1.188094, 2.159152, -0.553460], [-0.609828, -4.046281, 1.107204], [-2.691747, -5.198765, 1.288302], [2.289241, -1.468899, -1.507907], [3.087435, -1.225993, 0.505647], [-2.433846, 1.760198, -0.940649], [-1.729578, -0.375435, -1.721068], [0.095947, 0.893074, 2.995721], [-1.581744, 0.675817, -0.844665], [2.283080, 2.895823, -0.136764], [2.720877, 2.894358, 1.182978], [-3.501713, 0.665041, -2.821726], [-3.395922, 1.740685, -1.944490], [-1.413265, 1.111870, 2.982980], [-1.246884, -2.827509, 0.947867], [0.145829, 3.593097, -2.310326], [0.869713, 1.475491, 1.808670], [-3.369343, -3.973304, 1.172650], [0.801437, 2.237476, -2.025701], [2.023296, 2.191457, 2.139547], [-1.293571, -5.242898, 1.262966], [0.485130, 1.443349, 0.449811], [-2.346793, 2.591180, -0.253248], [1.539727, -1.574788, -2.271179], [2.330999, 2.239541, 3.176840], [0.478332, 1.453170, 3.851955], [-4.260664, 0.678142, -3.591696], [-2.719586, -1.290737, -3.384600], [-1.944536, 0.433266, 2.317753], [3.184842, -1.091931, 1.569928], [0.063636, 1.471481, -2.246203], [-4.076125, 2.575341, -2.041920], [4.292477, -1.637447, -2.453833], [-0.068137, -1.009094, 4.097003], [3.590066, 3.474811, 1.463640], [2.331721, 0.972914, -2.946858], [-1.814041, 0.965051, 3.985813], [2.820913, 3.491043, -0.862035], [0.280244, -1.286367, 2.480967], [-0.687139, 3.799068, -1.636878], [-1.646268, 2.132367, 2.677852], [-0.230798, 3.615719, -3.333374], [5.086827, -1.341984, -0.050880], [1.574559, -0.668144, 3.480268], [0.864100, 4.408405, -2.205297], [1.690240, 2.234044, -3.992078], [2.838108, 2.641132, -2.734101]], "atomic_forces_ev_per_a": [[0.17, 0.07, 0.08], [-0.25, 0.15, -0.02], [-0.03, 0.00, 0.00], [0.08, -0.02, 0.01], [-0.01, 0.00, 0.01], [-0.01, -0.04, 0.01], [-0.05, 0.04, -0.02], [-0.07, -0.08, -0.33], [0.06, 0.37, -0.36], [-0.03, 0.01, -0.06], [0.06, 0.01, -0.06], [0.05, 0.08, 0.11], [0.17, 0.02, 0.11], [-0.15, -0.19, -0.34], [-0.11, -0.20, -0.01], [0.05, 0.04, 0.01], [0.10, -0.23, 0.08], [-0.03, -0.01, -0.02], [-0.14, -0.07, 0.14], [-0.04, 0.10, 0.06], [-0.12, -0.03, -0.15], [-0.06, -0.20, -0.22], [0.16, -0.04, 0.04], [0.33, 0.13, 0.37], [0.07, 0.01, 0.05], [0.04, 0.04, -0.07], [-0.06, 0.04, -0.02], [0.02, -0.03, 0.02], [-0.05, 0.01, -0.01], [0.10, 0.24, -0.02], [-0.01, 0.11, -0.04], [0.15, 0.18, 0.11], [0.00, 0.04, 0.00], [-0.03, -0.05, 0.11], [-0.14, -0.07, 0.00], [0.12, 0.09, 0.00], [-0.36, -0.33, 0.10], [0.00, -0.02, 0.01], [0.01, 0.02, -0.05], [0.02, 0.01, -0.01], [-0.05, 0.03, 0.01], [0.00, -0.01, 0.00], [-0.01, 0.01, -0.02], [0.00, -0.02, -0.03], [-0.01, 0.00, 0.00], [0.00, -0.08, -0.03], [0.00, 0.00, -0.01], [-0.04, -0.01, -0.02], [0.05, 0.16, 0.12], [-0.01, 0.00, -0.01], [0.00, -0.05, 0.07], [0.00, 0.00, -0.01], [0.00, -0.01, 0.01], [0.04, -0.27, 0.18], [0.03, -0.02, 0.00], [0.01, 0.00, 0.03], [0.00, 0.00, 0.01], [0.02, -0.01, -0.04], [0.00, 0.09, 0.09], [0.02, -0.03, 0.02], [-0.04, -0.03, 0.02], [-0.04, 0.05, -0.03]]}


Record 3
{"formula": "C27H25CoFN3O2PS2Si", "method": "ωB97M-V/def2-TZVPD", "energy_ev": -116156.6586, "lumo_energy_ev": [1.86, 1.86], "largest_force_ev_per_a": 0.62, "homo_ha": [-0.195, -0.195], "charge": -1, "species": ["Co", "S", "S", "P", "Si", "F", "O", "O", "N", "N", "N", "C", "C", "C", "C", "C", "C", "C", "C", "C", "C", "C", "C", "C", "C", "C", "C", "C", "C", "C", "C", "C", "C", "C", "C", "C", "C", "C", "H", "H", "H", "H", "H", "H", "H", "H", "H", "H", "H", "H", "H", "H", "H", "H", "H", "H", "H", "H", "H", "H", "H", "H", "H"], "positions_angstrom": [[-0.144160, 1.320949, -0.353905], [0.621303, 0.170136, -2.129726], [-1.422173, 2.092409, -2.037566], [-1.509808, -0.290347, 0.115136], [1.507130, 2.128907, 2.280121], [2.763532, 2.566870, -1.461442], [-1.144678, 2.341585, 0.954241], [-2.824838, 2.547315, 2.420918], [-3.329980, 1.405067, -5.246640], [-0.169430, -1.676023, -5.362401], [1.456823, 1.413490, 0.678505], [-2.386479, 0.953394, -4.762350], [0.183153, -4.274742, 1.652402], [2.671458, 0.883359, 0.191946], [-1.210684, 0.371159, -4.169511], [5.131602, -0.076822, -0.845871], [0.427975, 1.213415, 3.507910], [4.511947, 1.026092, -1.421024], [4.542987, -0.688002, 0.249364], [-1.172114, -3.985057, 1.789803], [-0.823231, -1.858958, 0.709903], [-4.618441, -0.331330, -2.525593], [3.259636, 2.019803, 2.959052], [3.319520, 1.480385, -0.897351], [1.028224, -3.362165, 1.040117], [-1.674008, -2.782554, 1.317003], [-0.726769, 0.830191, -2.973448], [1.111024, 3.945633, 2.278112], [-2.363202, -1.868914, -2.009567], [-3.805002, -0.022996, -1.445588], [-2.676831, -0.795348, -1.177275], [-4.303941, -1.402681, -3.351549], [-0.624817, -0.763375, -4.825279], [-3.177478, -2.171852, -3.094354], [3.340761, -0.209732, 0.754882], [0.523858, -2.155562, 0.567162], [-2.143641, 1.899604, 1.646365], [-2.463755, 0.407115, 1.492289], [-3.534487, 0.260163, 1.384132], [2.081579, -3.584840, 0.919595], [1.966515, 4.519221, 1.905978], [-5.480468, 0.286809, -2.742506], [0.890461, 4.285664, 3.297500], [-0.575157, 1.649162, 3.584017], [4.937107, 1.538829, -2.274770], [6.065725, -0.445484, -1.249801], [-4.028323, 0.842660, -0.833331], [0.887445, 1.265135, 4.502381], [3.494963, 1.030454, 3.365036], [0.574193, -5.215766, 2.018268], [-1.464882, -2.446776, -1.832342], [-2.731810, -2.559530, 1.416834], [5.025942, -1.535399, 0.721629], [-2.911744, -2.991702, -3.750181], [-1.835507, -4.697584, 2.263361], [0.340489, 0.153994, 3.240356], [3.356302, 2.748912, 3.772937], [4.012929, 2.261440, 2.201859], [-4.927007, -1.622555, -4.210343], [2.901698, -0.666985, 1.635707], [0.242233, 4.150795, 1.653561], [-2.150771, -0.077738, 2.418280], [1.177103, -1.449281, 0.077053]], "atomic_forces_ev_per_a": [[0.14, 0.08, 0.24], [0.11, -0.14, 0.12], [-0.12, 0.04, 0.20], [0.12, 0.13, -0.36], [0.02, -0.10, -0.15], [-0.01, 0.05, -0.01], [0.03, 0.00, 0.20], [0.12, 0.15, -0.04], [0.04, -0.01, 0.00], [-0.02, -0.03, 0.04], [0.10, -0.31, -0.07], [0.44, -0.19, 0.11], [-0.07, 0.06, -0.02], [-0.18, 0.18, -0.04], [-0.31, -0.11, -0.52], [-0.03, 0.09, -0.05], [-0.23, -0.03, 0.19], [0.04, -0.09, 0.02], [-0.04, -0.01, 0.06], [0.04, 0.04, -0.03], [0.00, 0.03, 0.02], [0.00, 0.00, 0.12], [0.19, -0.04, 0.06], [-0.05, -0.02, -0.04], [-0.04, 0.01, -0.01], [-0.01, -0.06, 0.07], [0.07, 0.09, -0.04], [-0.08, 0.25, -0.02], [-0.09, 0.03, 0.02], [-0.13, -0.07, -0.02], [0.07, -0.14, -0.03], [0.05, -0.08, 0.04], [-0.16, 0.40, 0.10], [-0.06, -0.01, 0.09], [-0.08, -0.01, 0.07], [0.05, -0.04, -0.01], [-0.03, 0.06, -0.17], [0.07, -0.10, -0.02], [-0.09, -0.01, 0.01], [-0.02, 0.02, 0.01], [-0.06, -0.03, 0.01], [0.04, -0.01, 0.00], [0.03, -0.02, -0.09], [0.15, -0.11, 0.01], [-0.02, 0.00, 0.03], [-0.01, 0.00, 0.00], [-0.02, -0.02, -0.04], [-0.06, -0.01, -0.07], [0.03, 0.09, -0.05], [0.00, 0.00, 0.01], [0.01, -0.02, 0.00], [0.05, -0.03, 0.00], [-0.03, 0.01, 0.00], [0.00, 0.03, 0.01], [0.00, 0.00, -0.01], [0.00, 0.06, 0.01], [-0.02, -0.08, -0.05], [-0.05, -0.01, 0.09], [0.04, 0.02, 0.03], [-0.02, -0.04, -0.07], [0.03, 0.03, 0.06], [0.01, -0.04, 0.01], [0.04, 0.04, 0.01]]}